Here is a 2-piece molecular cluster, C5H11BF4NO5PS overall at a distorted geometry from OMol25. Energies are from ωB97M-V/def2-TZVPD.

XYZ file:
```
29
Properties=species:S:1:pos:R:3:lowdin_charge:R:1
S -0.28251 -1.95304 2.57945 0.44
P 0.08133 -2.04297 0.68975 0.26
F -2.74981 2.79749 -1.46968 0.23
F -3.40597 1.67220 0.24631 0.18
F 1.84841 3.81347 0.77666 -0.66
F -1.69532 2.93691 0.35523 0.23
O -0.03701 -1.38536 -3.58600 0.13
O -1.59512 1.07918 -0.89405 0.08
O -1.02715 -3.00106 0.02877 -0.17
O 0.98736 1.83939 0.24637 0.14
O 1.48950 -2.76778 0.37767 -0.13
N 0.11550 -0.41487 -0.06508 -0.15
C 2.25959 0.22973 1.65069 0.01
C -0.36815 -1.24648 -2.46968 -0.24
C 0.54862 -0.43446 -1.52547 -0.04
C -1.28037 0.13813 0.10467 -0.15
C -2.33977 2.11644 -0.43449 -0.75
B 1.11213 0.58400 0.62545 -0.63
H 2.15096 0.83156 2.56536 0.10
H -2.04509 -0.65174 0.06342 0.13
H 2.12445 -2.09398 0.07503 0.08
H 0.61042 0.58725 -1.92716 0.16
H -1.34804 -1.65711 -2.13836 0.13
H 2.39225 -0.82840 1.91491 0.03
H 0.93900 2.42222 1.06215 0.11
H 3.21085 0.55943 1.19368 0.10
H -1.37068 0.56735 1.11235 0.15
H 1.56706 -0.84572 -1.59964 0.15
H -1.89241 -2.85179 0.44167 0.09
```

Summary:
Energy relative to the best compared isomer or geometry (same formula, charge and spin) = 0.000 eV
2S+1 = 1
Gap between HOMO and LUMO = 6.68 eV
Lowest unoccupied orbital energy = -0.791 eV
Total charge = 0
Maximum force = 0.077 hartree/bohr

Here is C5H11Br9N4O2 as an isolated structure at a distorted geometry from OMol25. Energies are from ωB97M-V/def2-TZVPD.

XYZ file:
```
31
Properties=species:S:1:pos:R:3:lowdin_charge:R:1
Br 0.22087 -1.41257 2.49535 0.53
Br 2.15482 0.29708 0.52054 0.48
Br -0.65067 4.11073 -4.13163 0.55
Br 2.38760 2.77299 -4.11951 0.57
Br -3.92661 -4.48053 0.37270 0.48
Br -4.85606 -1.65216 -1.11401 0.47
Br -6.60680 -2.76191 1.45561 0.53
Br -0.95706 1.20711 1.06807 0.51
Br -0.24591 1.04990 -4.77143 0.53
O 1.73083 -5.18067 -2.17341 0.05
O 0.03854 6.78123 4.76593 0.03
N 1.58362 6.18184 3.33055 0.16
N 2.00779 7.67881 4.94824 0.16
N 0.53573 -6.31101 -3.66818 0.16
N 1.17024 -7.30431 -1.92425 0.15
C -4.80149 -2.66819 0.65074 -1.44
C 0.48993 2.56612 -3.79664 -1.61
C 1.15356 -6.16495 -2.54483 -0.82
C 1.18917 6.81670 4.41415 -0.79
C 0.26354 -0.34258 0.87019 -1.50
H 0.57346 -8.04216 -2.26999 0.10
H 0.39588 -5.51347 -4.27191 0.13
H 1.12343 5.42179 2.85029 0.12
H 0.38137 2.29381 -2.74681 -0.04
H -0.02420 -1.07863 0.11950 -0.02
H 2.75826 8.04140 4.37780 0.11
H 1.50283 -7.39569 -0.97497 0.12
H 1.76555 8.19484 5.78199 0.12
H 0.30402 -7.25707 -3.93535 0.11
H 2.53040 6.32911 3.01115 0.10
H -4.19271 -2.17767 1.41026 -0.04
```

Summary:
2S+1 = 1
Gap between HOMO and LUMO = 8.78 eV
Lowest unoccupied orbital energy = -0.694 eV
Total charge = 0
Maximum force = 0.105 hartree/bohr

Here is C5H11CdNO3 as an isolated structure at a distorted geometry from OMol25. Energies are from ωB97M-V/def2-TZVPD.

XYZ file:
```
21
Properties=species:S:1:pos:R:3:lowdin_charge:R:1
Cd 2.64470 2.92600 1.53111 1.65
O -1.69175 -0.96152 -1.60264 0.11
O 0.28022 1.94982 0.00281 -0.16
O -1.34657 0.19796 0.42407 -0.02
N -3.41198 -1.06284 -0.03170 0.16
C 1.55977 -0.18366 -0.60097 -0.11
C -1.07471 1.48097 -0.15287 -0.15
C 1.88549 -1.51717 0.27270 -0.06
C 1.16852 0.95587 0.49388 -0.25
C -2.08989 -0.61031 -0.48458 -0.45
H -3.20647 -1.78280 0.67642 0.12
H 2.20892 1.51596 0.69377 -0.02
H 0.93536 -2.13163 0.36122 0.10
H -3.84594 -1.51865 -0.85214 0.12
H 0.73448 -0.35348 -1.36436 0.14
H 0.87960 0.50835 1.50546 0.15
H 2.52034 0.08017 -1.15199 0.14
H 2.75463 -2.10833 -0.15566 0.10
H -1.75483 2.23593 0.38455 0.17
H 2.24142 -1.14563 1.30233 0.08
H -1.39133 1.52499 -1.25141 0.18
```

Summary:
2S+1 = 1
Gap between HOMO and LUMO = 2.66 eV
Lowest unoccupied orbital energy = -13.506 eV
Total charge = +2
Maximum force = 0.076 hartree/bohr

Here is one molecule with the formula C5H11Cl at a distorted geometry from OMol25. Energies are from ωB97M-V/def2-TZVPD.

XYZ file:
```
17
Properties=species:S:1:pos:R:3:lowdin_charge:R:1
Cl 1.89721 -0.59495 -0.12640 0.63
C -0.63772 -0.05370 0.41520 -0.50
C -1.75986 1.93611 -0.49414 -0.10
C -0.97363 0.68861 -0.88433 -0.24
C 0.71301 0.23431 0.86070 -0.62
C -0.94529 -1.63212 0.32023 -0.08
H 0.79724 -0.25993 1.84337 0.08
H -2.44834 2.22273 -1.25591 0.06
H -0.49492 -2.21090 -0.48649 0.05
H -1.05948 2.75674 -0.24170 0.09
H -1.62682 0.06640 -1.52461 0.11
H -2.36136 1.77167 0.37480 0.06
H 0.64386 1.32683 1.11462 0.12
H -0.55934 -2.04789 1.22870 0.05
H -0.08361 0.86513 -1.44252 0.08
H -2.07219 -1.86183 0.16511 0.10
H -1.36662 0.44591 1.06743 0.11
```

Summary:
Energy relative to the best compared isomer or geometry (same formula, charge and spin) = 1.030 eV
2S+1 = 1
Gap between HOMO and LUMO = 11.45 eV
Lowest unoccupied orbital energy = 0.994 eV
SMILES = CC[C@@H](C)CCl
Total charge = 0
Maximum force = 0.080 hartree/bohr

Here is a 2-piece molecular cluster, C5H11Cl2 overall at a distorted geometry from OMol25. Energies are from ωB97M-V/def2-TZVPD.

XYZ file:
```
18
Properties=species:S:1:pos:R:3:lowdin_charge:R:1
Cl 4.26106 0.04559 1.63540 0.02
Cl 3.74970 -1.75903 0.77323 0.01
C -1.05477 -1.09685 -1.32495 -0.08
C -0.40525 1.20734 -0.38165 -0.25
C 1.08680 1.19989 -0.10729 -0.12
C -1.49857 -0.54184 1.15783 -0.08
C -1.03123 -0.13800 -0.19181 -0.33
H -0.89948 1.93599 0.27290 0.11
H 1.60636 0.50217 -0.76922 0.06
H -2.28193 0.12733 1.51502 0.08
H 1.29531 0.88858 0.91891 0.05
H -0.59530 1.55905 -1.40271 0.11
H -1.62375 -0.69472 -2.16329 0.08
H -1.90301 -1.55485 1.16235 0.07
H -0.04403 -1.30742 -1.67582 0.07
H -0.67923 -0.51243 1.87714 0.07
H -1.50960 -2.04787 -1.04354 0.07
H 1.52689 2.18706 -0.25250 0.07
```

Summary:
Energy relative to the best compared isomer or geometry (same formula, charge and spin) = 1.140 eV
2S+1 = 2
Gap between HOMO and LUMO (alpha / beta) = 5.22 / 9.59 eV
Lowest unoccupied orbital energy (alpha / beta) = -1.560 / -1.560 eV
⟨S²⟩ = 0.75
Total charge = 0
Maximum force = 0.027 hartree/bohr

Here is a 2-piece molecular cluster, C5H11Cl3NO overall at a distorted geometry from OMol25. Energies are from ωB97M-V/def2-TZVPD.

XYZ file:
```
21
Properties=species:S:1:pos:R:3:lowdin_charge:R:1
Cl 1.39159 1.77739 1.24739 0.64
Cl 0.39270 0.29711 -1.90753 0.69
Cl 2.43001 2.79937 -1.20113 0.64
O 0.27438 3.80777 0.02205 -0.09
N -0.10920 -1.69682 0.33060 -0.26
C -1.01336 -1.07172 1.28300 -0.02
C 0.88532 2.61711 -0.28899 -1.26
C 1.00379 -1.22685 -0.01725 -0.05
C -0.19119 1.68854 -0.87097 -0.51
C -0.79337 -2.72840 -0.41859 -0.02
H -0.23825 -3.59127 -0.90223 0.15
H -0.89637 1.16823 -0.13155 0.09
H -2.01022 -0.96544 0.87254 0.10
H 1.60365 -1.93095 -0.57522 0.12
H 1.58038 -0.38795 0.52681 0.07
H -0.64488 2.47731 -1.51294 0.11
H 0.85825 4.47269 0.57044 0.19
H -1.44832 -2.26721 -1.13536 0.10
H -1.14288 -1.89515 2.12225 0.16
H -0.47537 -0.18827 1.73671 0.08
H -1.45666 -3.15548 0.24998 0.07
```

Summary:
Energy relative to the best compared isomer or geometry (same formula, charge and spin) = 0.358 eV
2S+1 = 1
Gap between HOMO and LUMO = 10.53 eV
Lowest unoccupied orbital energy = -3.829 eV
Total charge = +1
Maximum force = 0.069 hartree/bohr

Here is a 2-piece molecular cluster, C5H11ClN overall at a distorted geometry from OMol25. Energies are from ωB97M-V/def2-TZVPD.

XYZ file:
```
18
Properties=species:S:1:pos:R:3:lowdin_charge:R:1
Cl 2.44221 0.86878 -0.39651 0.78
N -0.56566 1.03670 -0.32454 -0.07
C 2.04340 -0.63808 0.18799 -0.57
C -1.05817 2.10605 0.57136 0.00
C 2.62946 -1.70654 0.62450 -0.05
C -1.27863 -1.29171 -0.87110 -0.07
C -0.80875 -0.31172 0.12307 -0.12
H 3.70226 -1.85592 0.64202 0.08
H -0.88109 -0.46820 1.18108 0.12
H 2.05261 -2.54315 0.98176 0.07
H -0.67817 -1.27049 -1.78148 0.09
H -2.12101 1.97412 0.76518 0.11
H 0.49530 1.19698 -0.45187 0.03
H -0.89908 3.07960 0.11338 0.11
H -1.24550 -2.29411 -0.45745 0.09
H -0.98667 1.14775 -1.25684 0.18
H -2.31684 -1.09605 -1.16720 0.10
H -0.52568 2.06598 1.51665 0.11
```

Summary:
Energy relative to the best compared isomer or geometry (same formula, charge and spin) = 4.458 eV
2S+1 = 1
Gap between HOMO and LUMO (alpha / beta) = 8.71 / 8.68 eV
Lowest unoccupied orbital energy (alpha / beta) = -4.240 / -4.393 eV
Total charge = +1
Maximum force = 0.027 hartree/bohr